ORCA calculation (wB97M-V/def2-TZVPD) on a 2-piece molecular cluster, C5H12NO2 overall in a non-equilibrium geometry.

The calculation puts the molecular weight at 118.2 Da. For the maximum force, the calculation gives 5.8 eV Å⁻¹. The calculation puts the electronic energy at -402.7160 Eh. The HOMO-LUMO gap (alpha / beta) is 2.9 / 6.8 eV. Its expectation value of S² is 0.75. Its HOMO energy (alpha / beta) is 3.84 / -0.12 eV.

ORCA input file:
```
! RIJCOSX wB97M-V def2-TZVPD def2/J DEFGRID3
* xyz -2 2
C -0.65 -1.76 -1.34
C -1.14 0.34 0.16
H -1.75 -1.30 -1.64
C -0.26 -0.15 -0.94
H 1.01 1.24 2.86
H 0.17 -0.38 2.70
H 2.06 -2.14 -1.21
H -1.43 -0.58 0.86
N -0.58 2.55 0.88
C -0.47 1.17 1.25
O 2.99 -1.62 -0.86
H -0.07 3.26 1.48
O 0.19 -2.05 -2.32
C 0.19 0.68 2.30
H -0.64 2.77 -0.17
H -2.09 0.80 -0.15
H -0.69 -2.40 -0.41
H 0.83 -0.03 -0.64
H -0.36 0.35 -1.97
H 2.67 -0.76 -0.85
*
```

Atom charges from the natural (NBO) analysis, given in e for atoms 1 to 5:
1. C 0.0275
2. C -0.4887
3. H 0.0419
4. C -0.4687
5. H 0.1792